Entry 1:
The following is a DFT calculation (ωB97M-V/def2-TZVPD) of a 7-piece molecular cluster, C30H40BrCl12N5O5S2 overall.

Summary:
molar mass: 1120.2 g mol⁻¹
charge: 0
E_tot: -291426.8693 eV
gap between HOMO and LUMO: 8.2 eV
SMILES: CC(=O)N(C(C)=O)c1nc2c(Br)c(C[C@H]3CO3)c(CCCCCCCSc3nnco3)c(O)c2nc1S.ClCCl.ClCCl.ClCCl.ClCCl.ClCCl.ClCCl
HOMO level: -8.924 eV

```
95
Properties=species:S:1:pos:R:3:forces:R:3:lowdin_charge:R:1
C 4.61672 4.14270 -2.86901 0.475 0.146 -0.166 0.01
C 4.01061 2.98434 -2.14167 0.339 0.534 -0.537 -0.52
O 2.83876 2.84350 -2.02335 -0.668 -0.534 0.077 0.15
N 4.98079 2.03226 -1.58898 -0.585 0.094 0.652 0.06
C 5.38512 2.57153 -0.27896 0.724 -0.500 -0.036 -0.46
C 6.73685 2.21313 0.25437 0.020 -0.149 -0.038 0.02
O 4.66145 3.28572 0.33229 -0.600 0.912 0.133 0.15
C 4.37467 0.76284 -1.39072 0.176 -0.064 0.301 -0.28
N 4.20265 0.34181 -0.17757 -0.004 -0.323 -0.282 0.20
C 3.63272 -0.89028 -0.03750 0.237 0.374 0.220 -0.22
C 3.43930 -1.43663 1.24951 -0.064 -0.109 0.441 -0.49
Br 4.04597 -0.41518 2.73503 0.056 -0.154 -0.181 0.90
C 2.84200 -2.65847 1.46296 0.056 -0.374 -0.762 -0.18
C 2.64869 -3.23375 2.83629 -0.662 1.381 0.374 -0.11
C 1.61617 -2.40852 3.63911 -0.385 -1.290 -0.509 -0.36
C 0.91888 -3.16519 4.69641 0.593 0.715 -0.244 -0.10
O 1.92431 -2.17664 4.97457 0.072 0.493 0.550 -0.07
C 2.39581 -3.40058 0.31469 0.172 0.361 -0.607 -0.09
C 1.68862 -4.73117 0.45369 -0.038 0.870 1.051 -0.11
C 0.27715 -4.55086 1.07788 -0.107 -0.608 -0.908 -0.16
C -0.82046 -4.39477 0.01325 0.351 0.083 -0.377 -0.18
C -0.97894 -2.96006 -0.50443 0.504 -0.284 0.348 -0.19
C -1.46623 -1.95648 0.52947 -0.593 0.055 -0.020 -0.18
C -2.96814 -2.04982 0.90085 0.300 0.348 -0.401 -0.22
C -3.87311 -2.68098 -0.15152 -0.417 0.101 0.753 -0.46
S -4.25214 -1.63309 -1.59654 -0.390 0.162 -0.079 0.99
C -3.47582 -0.10045 -1.27224 0.882 -0.741 -0.711 -0.72
N -2.38795 0.22175 -1.90221 -0.361 0.496 0.495 0.05
N -2.05818 1.49941 -1.46580 -0.280 -0.020 0.067 0.07
C -2.97347 1.84198 -0.62278 1.353 -0.436 -0.668 -0.29
O -3.90400 0.87816 -0.44119 -0.156 0.216 0.341 -0.02
C 2.60845 -2.88047 -0.94934 0.059 -0.329 0.109 -0.21
O 2.19599 -3.59669 -2.05630 0.052 0.010 0.376 0.04
C 3.22954 -1.62020 -1.15720 -0.592 -0.748 -0.084 -0.13
N 3.41561 -1.18031 -2.44193 0.346 0.411 0.901 0.16
C 3.99259 -0.02422 -2.52555 0.460 0.196 -1.046 -0.54
S 4.29788 0.61415 -4.17351 -0.328 -0.089 -0.285 0.84
H 3.92582 4.49753 -3.62570 -0.167 -0.036 0.011 0.09
H 5.55156 3.85767 -3.34513 0.062 -0.043 0.000 0.08
H 4.82472 4.97607 -2.19835 -0.045 -0.064 0.204 0.09
H 7.33224 1.59179 -0.40528 -0.019 -0.100 -0.021 0.08
H 6.57449 1.73822 1.21881 0.053 -0.221 0.004 0.08
H 7.25923 3.14327 0.46778 0.080 0.090 -0.118 0.09
H 3.55239 -3.17720 3.43979 0.229 -0.277 -0.167 0.12
H 2.22380 -4.22476 2.81955 0.483 -0.343 -0.216 0.09
H 1.04891 -1.66324 3.09453 0.141 0.392 0.071 0.14
H -0.06896 -2.87124 5.01165 -0.174 -0.280 0.082 0.08
H 1.29921 -4.16458 4.84978 -0.422 -0.263 0.233 0.12
H 2.26703 -5.31111 1.17078 0.143 -0.349 -0.262 0.11
H 1.63530 -5.23589 -0.50037 0.044 -0.143 -0.070 0.11
H 0.29398 -3.68987 1.73781 -0.159 -0.121 0.349 0.08
H 0.05901 -5.46967 1.62183 -0.017 0.149 0.388 0.12
H -1.76403 -4.83632 0.33728 -0.100 0.192 0.259 0.10
H -0.50462 -5.00482 -0.83652 -0.135 -0.092 -0.080 0.11
H 0.01444 -2.63788 -0.81722 0.009 0.078 -0.168 0.10
H -1.58601 -2.96104 -1.40856 -0.149 0.177 0.002 0.10
H -1.27290 -0.95249 0.15486 0.107 0.014 -0.050 0.09
H -0.90072 -2.04560 1.45680 0.164 -0.002 0.002 0.09
H -3.12989 -2.53946 1.85954 0.076 -0.314 -0.047 0.11
H -3.31953 -1.02875 1.05122 -0.122 -0.013 0.242 0.09
H -3.50777 -3.63350 -0.52445 0.228 0.065 -0.184 0.06
H -4.82486 -2.89942 0.32964 -0.139 0.068 -0.083 0.07
H -2.95771 2.80828 -0.15669 -0.578 -0.145 0.500 0.12
H 2.98362 -3.91008 -2.51460 -0.073 0.160 -0.279 0.12
H 5.63998 0.64729 -4.15728 -0.039 -0.015 0.340 -0.12
Cl -5.16138 2.93678 -1.96022 -0.569 0.303 -0.156 0.62
C -5.85907 4.36943 -2.72611 0.033 0.057 -0.014 -0.99
Cl -7.61352 4.44689 -2.49929 0.020 0.000 -0.101 0.55
H -5.41200 5.25124 -2.28273 -0.034 -0.027 0.077 0.04
H -5.64856 4.33356 -3.78648 -0.039 -0.093 -0.041 -0.05
Cl -2.25329 -0.09872 6.12837 0.013 0.048 -0.036 0.50
C -0.66822 -0.18072 6.91421 0.065 -0.014 -0.005 -1.05
Cl -0.36431 -1.77338 7.61007 -0.018 -0.046 0.175 0.54
H 0.09402 0.02031 6.17472 -0.010 -0.095 -0.045 -0.05
H -0.63166 0.56022 7.70359 -0.066 -0.032 0.031 0.03
Cl 1.04252 2.27674 5.25969 -0.089 0.205 -0.088 0.55
C 2.77912 1.95592 5.26004 0.085 -0.113 -0.019 -1.02
Cl 3.43244 1.83010 6.89779 0.005 0.005 -0.015 0.51
H 2.93003 1.01144 4.75308 0.013 -0.014 0.070 -0.06
H 3.28333 2.76333 4.74308 -0.039 0.039 0.025 0.03
Cl -1.86062 -1.78199 -5.92372 0.004 -0.019 0.018 0.50
C -1.19466 -0.45080 -4.96748 -0.059 0.010 0.110 -1.02
Cl -0.85101 0.97082 -5.96993 0.056 0.001 -0.020 0.50
H -1.91061 -0.17415 -4.20308 0.009 0.012 -0.045 -0.02
H -0.26848 -0.77901 -4.51133 0.041 -0.005 -0.071 0.02
Cl -9.44751 6.66148 1.41567 0.050 0.003 0.004 0.50
C -9.44179 5.08629 0.61092 0.023 -0.009 -0.028 -1.04
Cl -11.07462 4.43135 0.43551 0.016 -0.041 -0.018 0.50
H -9.00790 5.20233 -0.37435 -0.063 0.057 0.053 -0.05
H -8.85378 4.39643 1.20416 -0.048 0.007 0.055 0.03
Cl -4.91233 4.15827 -6.41759 -0.007 0.009 -0.023 0.53
C -3.19412 3.93433 -6.04796 0.188 -0.025 -0.032 -1.00
Cl -2.90870 3.64291 -4.32889 0.080 0.018 -0.141 0.52
H -2.83103 3.07727 -6.60318 -0.067 -0.063 0.051 -0.01
H -2.65994 4.82973 -6.34206 -0.064 0.051 0.042 0.03
```
Forces are in eV/Å.

***

Entry 2:
The following is a DFT calculation (ωB97M-V/def2-TZVPD) of C30H40ErFN4O2Si3 as an isolated structure.

Summary:
molar mass: 759.2 g mol⁻¹
charge: 0
<S²>: 3.753
E_tot: -95789.4100 eV
gap between HOMO and LUMO (alpha / beta): 5.9 / 5.9 eV
multiplicity: 4
HOMO level (alpha / beta): -6.956 / -6.957 eV

```
81
Properties=species:S:1:pos:R:3:forces:R:3:lowdin_spin:R:1
Er 10.43113 14.69616 13.15340 2.191 0.294 -0.982 3.02
C 12.88768 19.11925 14.20047 -0.008 0.095 -0.876 0.00
Si 11.83366 17.55662 14.20945 -0.455 0.625 0.289 0.00
C 12.78441 16.34551 15.27350 0.751 -0.183 0.324 0.00
C 10.27851 17.95966 15.25874 0.573 0.198 -0.071 0.00
C 11.35792 16.93731 12.50017 -0.503 0.374 0.489 -0.01
Si 12.91493 16.81252 11.54790 1.249 -0.015 -1.707 0.00
C 14.52342 16.15054 12.32464 -1.220 -0.105 0.522 0.00
C 13.58025 18.44071 10.77805 -1.535 0.599 1.108 0.00
C 12.68891 15.68772 9.98987 -0.654 0.212 0.413 0.00
Si 10.00755 17.91734 11.62615 0.991 -0.659 -0.046 0.00
C 9.88050 19.78101 11.98477 0.906 -0.381 0.158 0.00
C 9.83198 17.63643 9.71665 -0.077 0.114 0.524 0.00
C 8.37748 17.10210 12.20095 -0.601 -0.910 -0.496 0.00
C 7.09754 17.63959 11.90101 1.153 -0.506 0.583 0.00
C 5.98142 17.05618 12.44915 -0.760 -1.362 -0.188 0.00
C 6.13149 15.80858 13.15118 -0.373 0.937 -0.300 0.00
C 7.39651 15.26491 13.27983 -0.654 0.454 -0.267 0.00
N 8.48136 15.86313 12.77679 -0.695 1.827 -0.036 0.00
H 12.59606 19.78140 14.99889 -0.030 0.239 0.494 0.00
H 12.77987 19.69109 13.26500 0.001 -0.185 0.269 0.00
H 13.94506 18.87503 14.30299 0.060 0.041 0.048 0.00
H 12.69678 15.30037 15.01458 -0.026 -0.492 -0.299 0.00
H 12.29596 16.39474 16.26435 0.647 0.153 -0.183 0.00
H 13.89522 16.54923 15.29695 -1.236 -0.066 0.220 0.00
H 10.46242 18.19363 16.33944 -0.007 -0.273 -0.969 0.00
H 9.60763 17.10392 15.17870 -0.298 0.081 0.207 0.00
H 9.83327 18.83968 14.78411 -0.315 -0.105 0.199 0.00
H 15.01760 16.82834 13.00827 -0.028 0.106 0.376 0.00
H 15.20050 15.98234 11.51843 0.501 -0.032 -0.846 0.00
H 14.34183 15.17915 12.77173 0.108 -0.162 0.376 0.00
H 14.12208 19.09125 11.49699 -0.484 -0.271 -0.410 0.00
H 12.70996 18.98013 10.32932 0.677 0.000 0.310 0.00
H 14.24138 18.21024 9.98475 0.785 -0.352 -0.901 0.00
H 11.83285 15.01038 10.18415 0.367 0.193 -0.295 0.00
H 13.58048 15.05514 9.90366 -0.173 0.165 -0.293 0.00
H 12.48100 16.26504 9.05782 0.293 -0.479 0.617 0.00
H 10.88149 20.28103 11.93652 -0.851 -0.412 -0.189 0.00
H 9.45441 20.02501 12.95237 -0.004 -0.155 0.263 0.00
H 9.20745 20.18966 11.25576 -0.214 0.518 -0.580 0.00
H 10.57526 18.17760 9.12770 0.086 -0.076 0.073 0.00
H 8.84625 17.99632 9.38071 0.193 -0.039 0.168 0.00
H 9.88815 16.56919 9.45614 0.077 0.272 0.138 0.00
H 7.05377 18.46558 11.20000 -0.153 0.244 0.409 0.00
H 4.98593 17.49417 12.20531 0.777 -0.587 0.510 0.00
H 5.27596 15.25459 13.54426 0.237 0.403 -0.060 0.00
H 7.59391 14.33622 13.80798 -0.333 -0.033 0.001 0.00
C 7.75928 10.13221 5.56474 0.112 -0.927 1.392 0.00
O 8.66299 8.99337 5.36723 -0.367 0.698 -0.403 0.00
C 9.17445 8.43744 6.50918 0.373 -0.171 -0.121 0.00
C 10.58301 8.37321 6.70776 -0.914 -0.511 -0.216 0.00
C 11.03881 7.89321 7.93270 0.481 0.232 -0.781 0.00
C 10.12753 7.73060 8.97331 -0.476 -0.353 -0.769 0.00
C 8.75213 7.63451 8.70689 1.151 -0.531 0.386 0.00
C 8.30466 7.86408 7.43833 0.423 0.614 -0.181 0.00
N 10.42893 8.05297 10.27702 0.483 0.751 1.639 0.00
N 11.54709 8.61790 10.46101 -0.946 -1.409 -0.987 0.00
C 11.59014 9.60720 11.40378 2.311 -0.061 1.231 0.00
C 12.93255 10.04839 11.69879 -2.411 0.181 -0.712 0.00
C 13.11458 11.35121 12.10295 -0.144 0.653 0.599 0.00
C 12.02753 12.26373 12.14923 2.624 0.721 0.742 0.00
O 12.21639 13.53868 12.43383 -0.761 -0.753 -0.079 0.00
C 10.74114 11.74740 11.97456 -1.760 0.885 0.495 0.00
N 9.71807 12.65356 12.11355 -1.136 -0.123 -0.260 0.00
C 8.44998 12.25826 12.00974 0.714 -0.079 0.329 0.00
C 8.08685 10.90655 11.91565 0.856 -0.723 -1.003 0.00
C 9.11086 9.99109 11.75210 0.128 0.167 0.921 0.00
C 10.47161 10.40372 11.76266 0.171 -0.531 -0.810 0.00
H 7.17314 10.27095 4.63892 0.547 0.012 0.524 0.00
H 8.35108 11.01406 5.89165 -0.314 -0.350 -0.625 0.00
H 7.07956 9.89994 6.43891 0.451 0.227 -1.099 0.00
H 11.24886 8.64629 5.87589 -0.335 -0.107 0.544 0.00
H 12.10712 7.73148 8.13794 -0.567 0.506 -0.124 0.00
H 8.05529 7.39761 9.49664 0.070 0.005 0.188 0.00
H 7.26993 7.70156 7.25983 -0.709 0.235 -0.535 0.00
H 13.76294 9.38967 11.47151 -0.134 0.031 0.041 0.00
H 14.09184 11.69864 12.42433 -0.104 0.160 -0.276 0.00
H 7.69226 13.02728 12.07233 -0.014 0.029 -0.044 0.00
H 7.06417 10.55952 11.81064 0.031 0.318 0.362 0.00
H 8.97788 8.92219 11.78609 -0.496 0.081 -0.411 0.00
F 10.16735 14.33815 15.06241 -0.274 -0.180 0.947 0.00
```
Forces are in eV/Å.

***

Entry 3:
The following is a DFT calculation (ωB97M-V/def2-TZVPD) of an isolated ion of composition C30H40N3O3 and charge +1.

Summary:
molar mass: 490.7 g mol⁻¹
ΔE to the lowest compared entry with this formula, charge and spin: 0.0 kJ/mol
charge: +1
E_tot: -42366.0965 eV
gap between HOMO and LUMO: 8.2 eV
SMILES: COC(=O)[C@H]1CCC[N@@H+]1[C@H](/C=C/N1[C@H](Cc2ccccc2)C(=O)N(C)[C@H]1C(C)(C)C)c1ccccc1
HOMO level: -10.754 eV

```
76
Properties=species:S:1:pos:R:3:forces:R:3:lowdin_charge:R:1
C 0.89848 2.89393 7.01831 0.457 0.214 0.117 0.00
O -0.09650 1.85980 6.90852 -0.640 -0.412 -0.530 -0.01
C -0.82373 1.84306 5.80285 1.397 1.817 -1.291 -0.45
O -0.64675 2.61857 4.85422 -0.609 -1.314 1.652 0.10
C -1.94009 0.83410 5.83643 -0.178 -0.028 0.087 -0.14
C -2.77202 1.00673 7.10696 0.185 0.325 0.461 -0.09
C -4.21604 1.17294 6.65684 -0.362 -0.435 0.031 -0.13
C -4.15468 1.66010 5.20890 0.369 0.457 0.351 -0.04
N -2.82083 1.13646 4.63819 -0.460 1.868 1.790 0.01
C -2.80531 0.05301 3.67032 -0.104 -1.570 -1.233 -0.23
C -1.48950 0.07148 2.92628 0.167 0.234 0.168 -0.06
C -0.32885 -0.34631 3.48203 0.199 -0.011 -1.135 -0.09
N 0.73430 -0.81800 2.76161 -0.505 0.363 0.565 0.00
C 2.08465 -0.61574 3.27484 -0.320 -0.654 0.237 -0.17
C 2.41987 0.86024 3.51948 0.594 -0.065 -0.054 -0.07
C 2.48739 1.63632 2.22746 0.034 0.572 0.072 -0.22
C 3.65224 1.59448 1.45371 0.021 -0.095 -0.077 -0.04
C 3.71160 2.24505 0.22345 -0.210 0.026 0.071 -0.07
C 2.60597 2.97290 -0.23214 0.024 -0.161 0.125 -0.08
C 1.46158 3.06571 0.56431 0.059 -0.027 0.071 -0.08
C 1.41131 2.42285 1.80566 0.091 -0.227 -0.250 -0.04
C 2.92627 -1.22244 2.17060 0.552 -0.709 -0.593 -0.41
O 4.12152 -1.49617 2.21280 -1.309 0.645 -0.082 0.09
N 2.10012 -1.40899 1.08448 0.245 0.127 0.866 -0.02
C 2.68546 -1.61403 -0.22019 0.230 -0.161 -0.385 -0.02
C 0.67096 -1.34502 1.39277 0.129 0.514 -0.593 -0.18
C -0.07665 -2.72923 1.22725 0.611 0.524 0.604 -0.52
C 0.55668 -3.72728 2.19743 -0.107 -0.261 -0.141 -0.03
C 0.06155 -3.20172 -0.21338 0.054 -0.264 -0.270 -0.05
C -1.56591 -2.59315 1.51335 -0.421 -0.195 0.121 -0.05
C -4.01641 0.06799 2.73522 0.186 0.335 0.051 -0.20
C -5.19870 -0.56307 3.13118 -0.038 -0.122 -0.236 -0.06
C -6.28996 -0.62574 2.26312 0.036 0.179 -0.029 -0.06
C -6.17724 -0.11526 0.96202 0.273 -0.128 0.261 -0.06
C -4.99870 0.52715 0.57240 -0.056 0.274 0.313 -0.05
C -3.95994 0.71258 1.49579 -0.160 -0.337 -0.237 -0.03
H 1.19866 2.84651 8.06332 0.080 0.105 -0.152 0.10
H 1.75030 2.67027 6.36436 -0.282 0.085 0.132 0.10
H 0.48208 3.87869 6.77673 0.031 -0.350 0.000 0.11
H -1.58004 -0.20348 5.78086 -0.060 0.553 -0.164 0.16
H -2.59923 0.14157 7.74933 -0.228 0.171 0.046 0.13
H -2.42696 1.89097 7.66300 -0.148 -0.303 -0.188 0.13
H -4.74921 0.21468 6.72775 0.079 0.244 -0.120 0.12
H -4.74061 1.88414 7.30276 0.000 -0.143 -0.255 0.13
H -4.99962 1.34386 4.60483 0.249 0.001 -0.100 0.11
H -4.08281 2.75885 5.16840 0.006 -0.417 -0.032 0.15
H -2.33336 1.93329 4.19085 -0.069 -0.114 -0.011 0.16
H -2.84713 -0.87002 4.27461 -0.287 0.222 -0.293 0.16
H -1.50700 0.38709 1.87992 0.039 -0.699 0.366 0.10
H -0.13590 -0.29694 4.55468 0.024 -0.526 -0.181 0.12
H 2.21307 -1.20936 4.19384 0.081 0.204 -0.087 0.17
H 1.68431 1.30526 4.19943 0.052 -0.116 -0.078 0.10
H 3.40128 0.87749 4.01469 -0.220 0.066 -0.039 0.14
H 4.51315 1.02624 1.82040 -0.300 0.193 -0.196 0.12
H 4.62034 2.16985 -0.37651 -0.285 0.116 0.151 0.11
H 2.64639 3.46814 -1.20246 -0.046 -0.101 0.271 0.11
H 0.59750 3.64037 0.22538 0.303 -0.087 0.069 0.10
H 0.53592 2.52221 2.45508 0.215 -0.061 -0.265 0.10
H 3.44888 -0.84402 -0.41015 -0.217 -0.247 0.154 0.10
H 3.16665 -2.60274 -0.27585 -0.126 0.311 -0.122 0.10
H 1.91190 -1.53605 -0.98974 0.236 0.004 0.202 0.09
H 0.19155 -0.60158 0.72324 0.131 -0.257 0.093 0.16
H 0.41260 -3.41435 3.23767 0.049 -0.045 -0.134 0.08
H 0.07870 -4.70693 2.07054 0.138 0.139 0.070 0.10
H 1.62949 -3.84482 2.00415 -0.173 -0.001 0.068 0.09
H -0.24765 -2.41370 -0.91388 0.093 -0.179 0.055 0.09
H 1.08033 -3.52369 -0.44908 -0.237 0.088 -0.007 0.08
H -0.59614 -4.06582 -0.38015 0.138 0.205 0.064 0.10
H -2.02597 -1.82437 0.87870 0.018 -0.108 0.153 0.09
H -2.06456 -3.54812 1.29320 0.146 0.199 -0.018 0.10
H -1.77130 -2.36143 2.56220 0.033 -0.060 -0.243 0.07
H -5.26113 -0.99814 4.13456 -0.024 -0.003 -0.387 0.12
H -7.22823 -1.06439 2.60981 0.334 0.041 -0.209 0.11
H -7.00536 -0.21612 0.26035 0.243 0.014 0.196 0.11
H -4.88731 0.90787 -0.44463 -0.132 0.022 0.366 0.11
H -3.10185 1.34243 1.23393 -0.317 -0.463 -0.057 0.12
```
Forces are in eV/Å.